Record 1
Formula: C4H6FNO
Source: the Open Molecules 2025 dataset
Level of theory: wB97M-V/def2-TZVPD

Summary:
**HOMO**: -8.97 eV
**Electronic energy**: -385.79650 hartree
**Strongest force on any atom**: 4.64 eV/A
**LUMO level**: 0.0214 hartree
**ΔE to the lowest compared entry with this formula, charge and spin**: 2.096 eV
**Total charge**: 0

The geometry in XYZ format:
```
13
C4H6FNO, DFT wB97M-V/def2-TZVPD
C 1.4025 0.0398 0.8536
C -1.2960 0.2436 0.1261
C -1.3674 -0.6803 -1.0094
C 0.4289 1.0813 0.2791
N 1.9939 -0.7931 0.0986
O -2.0824 0.4730 0.9653
F 0.5810 1.6754 -0.9033
H 1.5831 0.0957 1.9865
H -2.3706 -1.1183 -1.2141
H -1.0944 -0.0190 -1.7700
H -0.5377 -1.3580 -1.0171
H 0.1712 1.8100 0.9701
H 2.5878 -1.4501 0.6346
```

=====

Record 2
Formula: C15H29CoNO5
Source: the Open Molecules 2025 dataset
Level of theory: wB97M-V/def2-TZVPD

Summary:
**HOMO (alpha / beta)**: -16.67 / -16.60 eV
**Electronic energy**: -2402.08000 hartree
**Strongest force on any atom**: 1.75 eV/A
**<S²>**: 0.756
**LUMO level (alpha / beta)**: -0.2718 / -0.2386 hartree
**Total charge**: +2
**2S+1**: 2

The geometry in XYZ format:
```
51
C15H29CoNO5, DFT wB97M-V/def2-TZVPD
Co -0.0048 -0.4844 0.4264
C -1.1374 0.8088 2.8188
C -1.5186 -0.6305 3.0462
O -1.5076 -1.2210 1.7476
C -1.6389 -2.6450 1.7041
C -1.5520 -3.0114 0.2519
O -0.3044 -2.4671 -0.2248
C -0.0983 -2.6170 -1.6370
C 1.2937 -2.0883 -1.9422
O 1.6302 -1.0075 -1.0536
C 2.8369 -1.2037 -0.3041
C 2.5196 -1.9578 0.9592
O 1.4804 -1.2261 1.6433
C 1.8184 -0.5312 2.8541
C 1.3120 0.8853 2.7109
O 0.0581 0.9152 2.0141
H -0.9997 1.3296 3.7657
H -1.9141 1.3144 2.2487
H -2.5142 -0.6907 3.4882
H -0.8120 -1.1538 3.6949
H -2.5973 -2.9542 2.1226
H -0.8273 -3.1039 2.2751
H -2.3790 -2.5743 -0.3124
H -1.5575 -4.0936 0.1244
H -0.8760 -2.0716 -2.1755
H -0.1577 -3.6710 -1.9098
H 1.3176 -1.7092 -2.9624
H 2.0376 -2.8789 -1.8511
H 3.2216 -0.2084 -0.0835
H 3.5807 -1.7394 -0.8952
H 3.4017 -2.0496 1.5909
H 2.1316 -2.9524 0.7472
H 2.9000 -0.5077 2.9868
H 1.3801 -1.0623 3.6969
H 1.9949 1.4812 2.1087
H 1.2130 1.3532 3.6909
C 0.3431 3.8448 -2.2402
C -0.8997 2.9439 -2.3760
C -2.1672 3.6974 -1.9453
C -1.0329 2.4168 -3.8135
C -0.7081 1.7922 -1.4765
N -0.5527 0.8992 -0.7774
H 0.2218 4.6958 -2.9098
H 1.2520 3.3133 -2.5231
H 0.4489 4.2221 -1.2228
H -2.2901 4.5529 -2.6083
H -2.0879 4.0642 -0.9218
H -3.0531 3.0676 -2.0301
H -1.1702 3.2721 -4.4740
H -1.8980 1.7615 -3.9182
H -0.1375 1.8802 -4.1286
```

=====

Record 3
Formula: C38H40N10O3S2Sn
Source: the Open Molecules 2025 dataset
Level of theory: wB97M-V/def2-TZVPD

Summary:
**HOMO**: -1.43 eV
**Electronic energy**: -3256.10172 hartree
**Strongest force on any atom**: 1.56 eV/A
**LUMO level**: 0.1402 hartree
**ΔE to the lowest compared entry with this formula, charge and spin**: 0.629 eV
**Total charge**: -2

The geometry in XYZ format:
```
94
C38H40N10O3S2Sn, DFT wB97M-V/def2-TZVPD
Sn 1.1904 -0.7409 -0.0120
C 1.3137 3.6371 4.9292
C 0.5742 2.8703 3.8718
C 0.1019 3.4727 2.7106
C -0.6116 2.7620 1.7767
C -0.8853 1.3811 1.9055
N -1.6102 0.6870 0.9862
C -2.7204 1.2258 0.4823
C -3.4160 2.2904 1.1321
C -4.5297 2.9000 0.6196
C -5.1152 2.4610 -0.5664
C -6.3321 3.1223 -1.1558
C -4.5291 1.3614 -1.1724
C -3.3714 0.7586 -0.6991
N -2.8913 -0.2897 -1.5134
C -2.8276 -0.2069 -2.8568
C -2.5163 -1.4592 -3.3347
C -2.4055 -2.2386 -2.1825
N -2.6504 -1.5231 -1.0960
C -0.3143 0.7760 3.0416
C 0.3629 1.5103 4.0001
N -0.3747 -0.6135 3.2936
C -1.1257 -1.2250 4.2242
C -0.6740 -2.5257 4.3176
C 0.3814 -2.5883 3.4014
N 0.5415 -1.4241 2.8021
H 1.2716 4.7057 4.7266
H 2.3587 3.3289 4.9499
H 0.8874 3.4491 5.9169
H 0.2898 4.5264 2.5429
H -0.9899 3.2688 0.8981
H -3.0277 2.6312 2.0820
H -4.9735 3.7324 1.1551
H -6.7010 3.9019 -0.4895
H -7.1351 2.3995 -1.3187
H -6.1037 3.5800 -2.1226
H -4.9916 0.9441 -2.0603
H -2.9925 0.7200 -3.3695
H -2.3847 -1.7625 -4.3556
H -2.1641 -3.2831 -2.1079
H 0.7383 0.9863 4.8709
H -1.8968 -0.6980 4.7498
H -1.0486 -3.3083 4.9499
H 1.0211 -3.4092 3.1442
N -0.5196 -2.8107 0.4711
C 0.1377 -4.0947 0.3787
C 1.6729 -4.0177 0.2201
O 2.2737 -5.1057 0.1598
N 2.1918 -2.8145 0.1167
C 3.5556 -2.7217 -0.3401
C 3.6379 -1.8712 -1.6279
O 4.4624 -2.1779 -2.4851
O 2.8477 -0.8825 -1.7033
H -0.8092 -2.6112 1.4154
H -1.3380 -2.7329 -0.1148
H -0.2230 -4.6257 -0.5099
H -0.0698 -4.7505 1.2386
H 3.9795 -3.7161 -0.5138
H 4.1676 -2.1902 0.3957
C 1.5761 -4.6515 -2.9556
C 1.0638 -3.5191 -3.7403
N 0.9453 -2.3126 -3.3757
C 0.5424 -1.4765 -4.3630
C 0.2760 -2.0931 -5.5540
S 0.5769 -3.7824 -5.4443
C 0.4395 -0.0427 -4.1680
C 0.7890 0.8688 -5.1233
S 0.4312 2.4642 -4.5945
C -0.1843 1.7659 -3.0842
N -0.0870 0.4965 -3.0388
C -0.8056 2.6222 -2.0563
H 2.0203 -4.2762 -2.0406
H 2.3379 -5.1825 -3.5238
H 0.7815 -5.3557 -2.7070
H -0.0882 -1.6598 -6.4648
H 1.2586 0.7008 -6.0714
H -1.8593 2.7904 -2.2846
H -0.3067 3.5866 -2.0059
H -0.7439 2.1080 -1.1012
C 2.3182 2.5662 -0.5824
C 2.8689 2.0996 0.7247
C 3.6062 2.8275 1.6347
C 3.9092 1.9491 2.6877
C 3.3350 0.7371 2.3622
C 3.4134 -0.5354 3.1384
N 2.6911 0.8256 1.1691
H 3.0284 3.2128 -1.1030
H 1.3973 3.1305 -0.4229
H 2.1055 1.7011 -1.2108
H 3.8954 3.8653 1.5507
H 4.4886 2.1698 3.5732
H 2.7997 -0.4839 4.0410
H 4.4433 -0.7384 3.4408
H 3.0492 -1.3518 2.5223
```

=====

Record 4
Formula: C3H4N4O
Source: the Open Molecules 2025 dataset
Level of theory: wB97M-V/def2-TZVPD

Summary:
**SMILES string**: C/N=c1/nncno1
**HOMO**: -9.68 eV
**Electronic energy**: -410.79309 hartree
**Strongest force on any atom**: 4.40 eV/A
**LUMO level**: -0.0440 hartree
**ΔE to the lowest compared entry with this formula, charge and spin**: 5.720 eV
**Total charge**: 0

The geometry in XYZ format:
```
12
C3H4N4O, DFT wB97M-V/def2-TZVPD
C 1.3706 1.6445 -0.6161
N 0.0396 1.3453 -0.2500
C -0.2000 0.2443 0.2531
N -1.5038 0.1660 0.7345
N -2.1711 -0.8817 0.6383
C -1.4262 -1.9804 0.1501
N -0.0987 -2.0000 0.2703
O 0.5451 -0.7613 0.5990
H 1.5026 2.7044 -1.0189
H 1.8507 0.8536 -1.3780
H 2.1221 1.5150 0.3851
H -2.0309 -2.8496 0.2325
```